Entry 1:
DFT (ωB97M-V/def2-TZVPD) results for one molecule with the formula C5H6Cl3N2P at a distorted geometry.

The geometry in XYZ format:
```
17
Properties=species:S:1:pos:R:3:lowdin_charge:R:1
C 2.1064 0.0535 0.1675 -0.382
H -3.4754 -1.2454 -0.6533 0.094
H 2.6504 0.0404 1.1126 0.075
H 2.7449 2.1599 0.2136 0.062
C -1.7176 -0.2899 -0.9874 -0.838
N -1.4165 -1.4641 2.0470 0.068
Cl -3.7927 -2.2841 1.9321 0.539
C 2.5671 1.3400 -0.5085 -0.192
H 3.6221 1.2584 -1.0405 0.114
Cl -2.2019 0.2250 -2.6120 0.652
C -2.5467 -0.9103 -0.1557 -0.203
C -2.2990 -1.4453 1.1850 -0.790
P 0.2696 0.0175 0.5837 0.537
N -0.4225 -0.0308 -0.8294 -0.250
H 2.1197 -0.8046 -0.4575 0.057
H 1.8720 1.6013 -1.3179 0.062
Cl -0.0799 1.7785 1.3207 0.396
```

Net charge ... 0
E_HOMO (alpha / beta) ... -9.097 / -8.946 eV
Energy above the lowest of the compared OMol25 structures with the same formula, charge and spin ... 3.138 eV
Multiplicity ... 1
E_tot ... -55115.7581 eV

Entry 2:
DFT (ωB97M-V/def2-TZVPD) results for C5H6ClF2NOS as an isolated structure at a distorted geometry.

The geometry in XYZ format:
```
17
Properties=species:S:1:pos:R:3:lowdin_charge:R:1
H 0.4903 2.7334 -3.1876 0.085
H 0.2041 0.0328 2.4063 0.097
H 0.7825 0.6446 -0.9130 0.153
C 1.2286 -0.0651 -1.6747 -0.518
H 3.4564 0.0454 -2.4674 0.136
S 1.9659 1.7439 -3.6194 0.582
O 1.7105 -1.2245 -1.0324 -0.089
C 2.4824 0.6905 -2.1918 -0.575
F -2.8816 0.1504 3.7087 0.175
F -1.1188 1.3205 4.1291 0.134
C -0.8664 -0.2692 2.5341 -0.469
N -0.2856 -1.0395 -3.5938 0.175
H 2.8976 1.0757 -1.1805 0.098
H 2.6161 -0.8155 -0.5576 0.179
C 0.3646 -0.5547 -2.7682 -0.226
Cl -1.5892 -1.6766 1.7899 0.606
C -1.6366 0.3181 3.4771 -0.541
```

Net charge ... 0
E_HOMO ... -9.593 eV
Multiplicity ... 1
E_tot ... -37607.4154 eV

Entry 3:
DFT (ωB97M-V/def2-TZVPD) results for a 2-piece molecular cluster, C5H6ClF3N2O overall at a distorted geometry.

The geometry in XYZ format:
```
18
Properties=species:S:1:pos:R:3:lowdin_charge:R:1
O 1.3032 1.2099 -0.7369 -0.150
F -2.9911 -0.1550 0.5215 0.077
H 0.1213 -0.2094 -2.0627 0.055
N -0.7255 -1.1585 -0.2468 -0.045
C 1.4660 0.7915 0.5996 -0.106
H 1.8190 -0.6186 -1.5401 0.114
C 0.0754 -1.2922 0.7141 -0.174
C 1.0129 -0.3423 1.2327 -0.109
H 1.2938 -0.4568 2.3846 0.152
C -2.1390 0.7553 0.1136 -0.916
H 2.2104 1.3545 1.2440 0.139
F -1.3560 1.2213 2.1929 -0.037
H 1.4533 0.9209 -2.7117 0.112
H 0.1348 -2.3061 1.3119 0.167
Cl -2.0567 0.8775 -1.5162 0.888
N -1.3956 1.4662 0.8494 0.052
F -1.3901 -2.3525 -0.5513 -0.067
C 1.1642 0.2943 -1.7987 -0.153
```

Net charge ... 0
E_HOMO ... -9.525 eV
SMILES string ... CO/C=C\C=N\F.F/N=C(\F)Cl
Energy above the lowest of the compared OMol25 structures with the same formula, charge and spin ... 5.485 eV
Multiplicity ... 1
E_tot ... -30977.3726 eV

- What is the multiplicity in the third record?
  1

- Which value of E_tot does entry 2 give?
  -37607.4154 eV

- What is the multiplicity in the first record?
  1